No. 1
{"formula": "C13H8F5N5O2RhS3", "method": "the ωB97M-V functional and the def2-TZVPD basis", "spin_multiplicity": 1, "e_tot_ha": -2728.96192, "charge": -1, "e_above_lowest_ev": 0.459, "homo_ha": -0.155, "fmax_ev_per_a": 1.85, "symbols": ["Rh", "N", "N", "C", "N", "S", "H", "H", "H", "H", "H", "S", "C", "C", "N", "C", "S", "C", "N", "C", "O", "C", "O", "H", "H", "H", "F", "C", "C", "C", "F", "C", "F", "C", "F", "C", "F"], "xyz": [[0.506, -0.357, 0.116], [0.399, 1.452, 1.650], [-0.119, 1.121, 2.903], [-0.370, -0.161, 3.207], [-1.046, -0.353, 4.373], [0.198, -1.475, 2.335], [1.318, 1.877, 1.730], [-0.215, 2.080, 1.140], [-0.572, 1.845, 3.442], [-1.719, 0.343, 4.653], [-1.327, -1.306, 4.530], [2.872, -0.481, 0.626], [3.447, 1.014, 0.000], [4.866, 1.232, 0.001], [6.010, 1.367, -0.019], [2.612, 1.984, -0.489], [1.084, 1.599, -1.265], [2.949, 3.362, -0.338], [3.132, 4.487, -0.149], [1.657, -3.277, -2.564], [1.548, -2.049, -1.845], [0.597, -2.029, -0.891], [-0.104, -2.985, -0.658], [2.407, -3.104, -3.331], [0.701, -3.543, -3.015], [1.973, -4.081, -1.899], [-2.332, 0.539, 1.436], [-2.493, 0.289, 0.103], [-1.409, -0.089, -0.669], [-1.720, -0.271, -2.008], [-0.771, -0.640, -2.888], [-2.988, -0.097, -2.537], [-3.221, -0.282, -3.846], [-4.034, 0.266, -1.711], [-5.272, 0.428, -2.204], [-3.780, 0.465, -0.370], [-4.782, 0.831, 0.452]]}

No. 2
{"formula": "C24H25CoN4O", "method": "the ωB97M-V functional and the def2-TZVPD basis", "spin_multiplicity": 5, "e_tot_ha": -2606.42875, "homo_ha": [-0.299, -0.314], "fmax_ev_per_a": 3.40, "symbols": ["C", "C", "C", "H", "C", "C", "H", "C", "C", "C", "H", "C", "C", "H", "H", "H", "H", "H", "H", "Co", "C", "C", "C", "H", "H", "H", "H", "H", "H", "C", "C", "H", "H", "O", "N", "C", "H", "C", "C", "H", "C", "H", "C", "H", "C", "H", "C", "H", "H", "H", "N", "C", "N", "C", "N"], "xyz": [[2.281, 0.076, 2.607], [2.190, -0.692, 1.377], [1.742, 0.209, 0.344], [2.577, -1.696, 1.242], [1.561, 1.495, 0.910], [1.842, 1.417, 2.300], [1.310, 2.408, 0.375], [-1.491, -1.735, 3.027], [-0.258, -2.327, 2.559], [-0.220, -2.106, 1.118], [0.411, -2.989, 3.112], [-1.490, -1.529, 0.731], [-2.219, -1.254, 1.910], [1.709, -0.028, -0.715], [1.755, 2.234, 3.012], [2.733, -0.278, 3.528], [-3.194, -0.764, 1.933], [0.498, -2.549, 0.426], [-1.850, -1.749, 4.051], [0.401, -0.501, 2.201], [-1.992, -1.320, -0.677], [-3.506, -1.582, -0.719], [-1.302, -2.253, -1.683], [-3.702, -2.615, -0.403], [-3.858, -1.432, -1.744], [-4.047, -0.896, -0.058], [-1.478, -3.299, -1.397], [-0.222, -2.069, -1.740], [-1.743, -2.076, -2.671], [-1.657, 0.154, -1.035], [-2.183, 0.657, -2.375], [-0.560, 0.284, -1.015], [-2.063, 0.832, -0.263], [-3.094, 0.135, -3.016], [-1.572, 1.777, -2.869], [-0.416, 2.479, -2.329], [-2.012, 2.167, -3.695], [0.907, 1.891, -2.781], [2.092, 2.541, -2.416], [2.025, 3.467, -1.838], [3.329, 2.011, -2.782], [4.246, 2.510, -2.462], [3.386, 0.844, -3.555], [4.352, 0.433, -3.853], [2.206, 0.208, -3.955], [2.231, -0.697, -4.566], [0.965, 0.737, -3.574], [0.039, 0.264, -3.911], [-0.460, 2.489, -1.226], [-0.483, 3.526, -2.655], [0.063, 0.135, 3.895], [0.102, 0.076, 5.080], [0.083, -0.238, 6.293], [0.037, 0.384, 7.430], [-0.002, 0.834, 8.517]]}

No. 3
{"formula": "C12H18FeO9S2", "method": "the ωB97M-V functional and the def2-TZVPD basis", "spin_multiplicity": 5, "e_tot_ha": -3205.31805, "homo_ha": [-0.347, -0.320], "fmax_ev_per_a": 0.51, "symbols": ["Fe", "C", "O", "C", "C", "O", "C", "C", "O", "C", "H", "H", "H", "H", "H", "H", "H", "H", "H", "H", "H", "H", "H", "H", "O", "S", "O", "O", "C", "C", "C", "C", "C", "C", "S", "O", "O", "O", "H", "H", "H", "H"], "xyz": [[0.107, -0.193, 0.257], [-0.454, -3.322, 0.450], [-1.038, -2.050, 0.689], [-1.665, -1.898, 1.959], [-0.631, -1.608, 3.027], [0.148, -0.497, 2.584], [1.478, -0.442, 3.103], [2.379, -0.051, 1.951], [2.080, -0.923, 0.861], [3.060, -1.892, 0.527], [-1.212, -4.103, 0.537], [0.365, -3.532, 1.145], [-0.072, -3.297, -0.568], [-2.238, -2.794, 2.210], [-2.348, -1.058, 1.845], [0.028, -2.469, 3.177], [-1.117, -1.377, 3.979], [1.756, -1.431, 3.479], [1.538, 0.275, 3.925], [3.436, -0.103, 2.220], [2.155, 0.964, 1.613], [4.006, -1.404, 0.288], [2.700, -2.417, -0.355], [3.205, -2.603, 1.346], [1.495, 0.898, -1.130], [0.705, 0.438, -2.281], [1.426, 0.227, -3.500], [-0.056, -0.747, -1.790], [-0.502, 1.730, -2.605], [-0.531, 2.162, -3.922], [-1.374, 3.190, -4.324], [-2.193, 3.804, -3.400], [-2.176, 3.382, -2.077], [-1.348, 2.351, -1.660], [-1.543, 1.910, 0.075], [-0.212, 1.924, 0.716], [-2.498, 2.820, 0.628], [-1.946, 0.483, 0.051], [0.130, 1.685, -4.630], [-1.377, 3.506, -5.359], [-2.850, 4.611, -3.696], [-2.817, 3.849, -1.344]]}

No. 4
{"formula": "C40H47N5O4PTi", "method": "the ωB97M-V functional and the def2-TZVPD basis", "spin_multiplicity": 3, "e_tot_ha": -3317.99331, "charge": 1, "homo_ha": [-0.295, -0.369], "fmax_ev_per_a": 1.43, "symbols": ["Ti", "C", "C", "C", "C", "C", "C", "C", "N", "N", "C", "C", "C", "C", "C", "C", "N", "C", "C", "C", "C", "C", "C", "N", "H", "H", "H", "H", "H", "H", "H", "H", "H", "H", "H", "H", "H", "H", "H", "H", "H", "H", "H", "H", "O", "C", "O", "C", "C", "C", "C", "C", "N", "C", "O", "O", "H", "H", "H", "H", "C", "C", "C", "C", "P", "C", "C", "C", "C", "C", "C", "C", "C", "C", "C", "H", "H", "H", "H", "H", "H", "H", "H", "H", "H", "H", "H", "H", "H", "H", "H", "H", "H", "H", "H", "H", "H", "H"], "xyz": [[0.128, -0.431, 0.096], [-2.608, -2.245, 0.242], [-3.123, -1.021, -0.544], [-2.788, 0.284, 0.143], [-3.718, 0.938, 0.927], [-3.381, 2.140, 1.517], [-2.150, 2.706, 1.238], [-1.269, 2.006, 0.448], [-1.562, 0.786, -0.056], [-1.128, -2.424, 0.057], [-0.854, -3.170, -1.207], [-0.415, -2.296, -2.352], [-0.448, -2.780, -3.645], [0.054, -1.996, -4.666], [0.550, -0.742, -4.355], [0.515, -0.315, -3.048], [0.044, -1.079, -2.043], [-0.501, -3.179, 1.198], [1.006, -3.143, 1.035], [1.799, -4.245, 1.285], [3.159, -4.169, 1.045], [3.682, -2.988, 0.566], [2.833, -1.921, 0.357], [1.513, -1.988, 0.580], [-3.127, -3.145, -0.078], [-2.804, -2.093, 1.294], [-4.203, -1.094, -0.645], [-2.689, -1.016, -1.542], [-4.695, 0.492, 1.084], [-4.086, 2.648, 2.168], [-1.861, 3.676, 1.628], [-0.331, 2.442, 0.151], [-1.726, -3.741, -1.507], [-0.059, -3.887, -1.031], [-0.860, -3.765, -3.839], [0.061, -2.360, -5.688], [0.961, -0.091, -5.119], [0.867, 0.665, -2.769], [-0.855, -4.205, 1.240], [-0.779, -2.677, 2.114], [1.344, -5.159, 1.650], [3.796, -5.030, 1.214], [4.737, -2.882, 0.339], [3.223, -0.988, -0.019], [-1.612, 0.164, 4.432], [-0.981, 0.050, 3.249], [-1.423, -0.719, 2.365], [0.182, 0.824, 3.066], [0.702, 1.728, 4.017], [1.826, 2.450, 3.733], [2.439, 2.287, 2.449], [1.891, 1.428, 1.574], [0.783, 0.653, 1.831], [2.375, 1.315, 0.165], [3.433, 1.721, -0.230], [1.459, 0.693, -0.603], [-2.380, -0.419, 4.403], [0.179, 1.837, 4.959], [2.236, 3.145, 4.457], [3.324, 2.839, 2.153], [0.877, 3.152, -5.203], [1.179, 3.844, -3.869], [1.247, 5.361, -4.076], [2.556, 3.349, -3.379], [-0.053, 3.274, -2.558], [0.157, 4.580, -1.282], [1.266, 4.394, -0.441], [1.524, 5.253, 0.628], [0.646, 6.294, 0.912], [-0.466, 6.483, 0.100], [-0.698, 5.647, -0.992], [-1.806, 3.450, -3.245], [-2.064, 2.196, -4.110], [-2.765, 3.311, -2.043], [-2.145, 4.710, -4.056], [1.729, 3.296, -5.879], [0.000, 3.569, -5.698], [0.722, 2.073, -5.080], [2.083, 5.597, -4.750], [1.418, 5.890, -3.134], [0.334, 5.757, -4.527], [3.271, 3.373, -4.214], [2.524, 2.326, -2.992], [2.957, 3.989, -2.586], [1.950, 3.565, -0.627], [2.415, 5.104, 1.234], [0.832, 6.958, 1.752], [-1.160, 7.291, 0.309], [-1.556, 5.854, -1.614], [-1.670, 1.295, -3.628], [-1.622, 2.272, -5.104], [-3.148, 2.065, -4.242], [-2.623, 2.340, -1.555], [-3.799, 3.353, -2.407], [-2.641, 4.082, -1.285], [-1.658, 4.707, -5.031], [-1.867, 5.636, -3.553], [-3.230, 4.742, -4.237]]}